Computed, not measured: a 2-piece molecular cluster, C6H15NO overall at a distorted geometry, with ωB97M-V/def2-TZVPD.

The geometry in ORCA input format:
```
! RIJCOSX wB97M-V def2-TZVPD def2/J DEFGRID3
* xyz -1 2
C -1.2064 -1.9861 0.5168
C -1.5058 -0.5210 0.3953
N -0.5090 0.3464 1.0685
C 0.9047 0.0328 0.6743
C 1.4589 1.2884 0.0169
C 0.2641 2.1544 -0.3863
C -0.7277 1.7531 0.7071
H -1.3311 -2.3787 1.5297
H -0.1765 -2.1696 0.2182
H -1.8333 -2.5716 -0.1559
H -1.6391 -0.2052 -0.6469
H -2.4399 -0.2879 0.9089
H 1.0121 -0.8044 -0.0158
H 1.4444 -0.2663 1.5705
H 2.1828 1.8105 0.6267
H 2.0686 1.0506 -0.8663
H -0.0841 1.9182 -1.3833
H 0.5105 3.2105 -0.2746
H -0.5758 2.3682 1.6014
H -1.7788 1.8578 0.4405
H 0.8658 -2.9749 -1.8494
H 0.5601 -1.8427 -2.7574
O 1.2629 -2.1263 -2.1349
*
```

The relative energy (zero: lowest compared OMol25 entry of this formula, charge and spin) is 64.5 kJ/mol. The largest force on an atom is 1.543 eV/Å. Its calculated total energy is -10001.242 eV.